No. 1
This record from the Open Molecules 2025 dataset describes C4H11N2RuS as an isolated structure. The level of theory is wB97M-V/def2-TZVPD.

Structure (ORCA input):
```
! wB97M-V def2-TZVPD RIJCOSX def2/J DEFGRID3
* xyz 1 5
C -1.691 1.454 0.494
Ru 1.179 0.081 0.021
N 1.407 -1.722 -0.823
H 0.333 0.409 -1.350
H 2.406 -1.799 -0.997
H -1.898 0.417 0.359
H -1.862 2.065 -0.382
H -0.510 1.552 0.610
H -2.217 1.964 1.357
H 1.176 -2.536 -0.263
H 0.968 -1.899 -1.714
S 0.057 -1.460 4.237
C 1.629 -0.658 4.073
C 1.755 -0.176 2.787
N 0.666 -0.416 1.933
C -0.323 -1.095 2.612
H 2.375 -0.560 4.866
H 2.580 0.329 2.319
H -1.249 -1.414 2.161
*
```

Its HOMO-LUMO gap (spin up / spin down) is 7.15 / 7.99 eV. The calculation puts the largest force on an atom at 0.087 hartree/bohr.

***

No. 2
This record from the Open Molecules 2025 dataset describes an isolated ion of composition C4H11N2S and charge +1. The level of theory is wB97M-V/def2-TZVPD.

Structure (ORCA input):
```
! wB97M-V def2-TZVPD RIJCOSX def2/J DEFGRID3
* xyz 1 1
C 1.207 -1.307 -0.813
C 0.853 0.172 -0.239
C 1.427 0.355 1.200
C -0.620 0.381 -0.290
N -1.159 1.508 -0.693
N -1.432 -0.600 0.220
S -3.134 -0.457 0.099
H 1.741 -1.851 -0.081
H 0.292 -1.800 -1.183
H 1.825 -1.320 -1.785
H 1.217 0.898 -1.017
H 0.912 1.083 1.756
H 2.427 0.643 1.005
H 1.464 -0.533 1.730
H -0.684 2.391 -0.824
H -2.217 1.386 -0.789
H -0.791 -1.332 0.534
H -3.328 0.384 1.171
*
```

Its HOMO-LUMO gap is 11.16 eV. The calculation puts the largest force on an atom at 0.055 hartree/bohr.

***

No. 3
This record from the Open Molecules 2025 dataset describes a 2-piece molecular cluster, C4H11N3 overall. The level of theory is wB97M-V/def2-TZVPD.

Structure (ORCA input):
```
! wB97M-V def2-TZVPD RIJCOSX def2/J DEFGRID3
* xyz 0 1
H 2.766 0.337 -0.103
N 2.370 -0.531 0.258
C 1.352 -0.379 0.986
N 0.760 0.779 1.395
N 1.086 2.035 0.846
H 0.900 -1.268 1.413
H -0.167 0.754 1.793
H 2.050 2.267 1.086
H 1.009 2.003 -0.177
C -0.466 -0.036 -1.678
C -0.971 -1.035 -0.985
C -2.189 -0.941 -0.129
H 0.419 -0.150 -2.279
H -0.936 0.937 -1.692
H -0.476 -2.004 -0.988
H -2.915 -1.675 -0.449
H -1.950 -1.149 0.908
H -2.644 0.055 -0.204
*
```

Its HOMO-LUMO gap is 10.25 eV. The calculation puts the largest force on an atom at 0.016 hartree/bohr.